# 1
# C4H4NP

An isolated molecule of C4H4NP (ωB97M-V with the def2-TZVPD basis set, the OMol25 dataset).

Summary:
Max |F| (hartree/bohr): 0.088
Frontier orbital gap (eV): 7.668
Calculated total energy (eV): -14986.870
Energy above the lowest of the compared OMol25 structures with the same formula, charge and spin (kJ/mol): 163.7
E_LUMO (eV): -1.0104

Cartesian coordinates (Å):
C -1.061 1.171 -0.722
C -0.177 0.440 -0.011
C -0.295 1.896 0.209
C 0.061 -0.920 0.209
N -0.179 2.952 0.855
P 1.645 -1.393 0.613
H -1.807 1.128 -1.372
H -0.877 -1.464 0.038
H 0.597 3.068 1.464
H 1.478 -2.910 0.869

=====

# 2
# C4H4O

An isolated molecule of C4H4O (ωB97M-V with the def2-TZVPD basis set, the OMol25 dataset).

Summary:
Max |F| (hartree/bohr): 0.012
Frontier orbital gap (eV): 11.018
Calculated total energy (eV): -6257.773
Energy above the lowest of the compared OMol25 structures with the same formula, charge and spin (kJ/mol): 155.0
E_LUMO (eV): 0.9360

Cartesian coordinates (Å):
O -1.061 1.544 0.075
C -1.208 0.474 -0.452
C -0.223 -0.686 -0.334
C 0.969 -0.238 0.375
C 1.827 0.332 0.994
H -2.103 0.261 -1.071
H -0.014 -1.077 -1.339
H -0.734 -1.498 0.203
H 2.547 0.887 1.549

=====

# 3
# C4H4O

An isolated molecule of C4H4O (ωB97M-V with the def2-TZVPD basis set, the OMol25 dataset).

Summary:
Max |F| (hartree/bohr): 0.052
Frontier orbital gap (eV): 10.023
Calculated total energy (eV): -6258.857
Energy above the lowest of the compared OMol25 structures with the same formula, charge and spin (kJ/mol): 50.4
E_LUMO (eV): 1.1557

Cartesian coordinates (Å):
C -0.135 -1.151 -0.261
C 0.605 -0.162 -1.038
C 0.481 1.014 -0.346
C -0.649 -0.474 0.804
H -0.104 -2.271 -0.384
H 1.274 -0.573 -1.898
H 0.976 1.982 -0.260
H -1.255 -0.911 1.617
O -0.338 0.801 0.746

=====

# 4
# C4H4O

An isolated molecule of C4H4O (ωB97M-V with the def2-TZVPD basis set, the OMol25 dataset).

Summary:
Max |F| (hartree/bohr): 0.056
Frontier orbital gap (eV): 9.710
Calculated total energy (eV): -6256.601
Energy above the lowest of the compared OMol25 structures with the same formula, charge and spin (kJ/mol): 268.1
E_LUMO (eV): 0.8815

Cartesian coordinates (Å):
O -0.143 1.275 0.370
C -0.866 0.526 -0.506
C -0.231 -0.639 -0.721
C 0.901 -0.727 0.191
C 0.889 0.520 0.793
H -1.797 0.944 -0.837
H -0.489 -1.463 -1.373
H 0.189 -1.491 0.613
H 1.547 1.056 1.471

=====

# 5
# C4H4O

An isolated molecule of C4H4O (ωB97M-V with the def2-TZVPD basis set, the OMol25 dataset).

Summary:
Max |F| (hartree/bohr): 0.012
Frontier orbital gap (eV): 10.920
Calculated total energy (eV): -6257.789
Energy above the lowest of the compared OMol25 structures with the same formula, charge and spin (kJ/mol): 153.5
E_LUMO (eV): 0.9938

Cartesian coordinates (Å):
O 1.310 -0.323 -1.799
C 0.527 0.331 -1.166
C 0.611 0.533 0.343
C -0.482 -0.309 0.835
C -1.409 -1.062 0.989
H -0.383 0.779 -1.624
H 0.458 1.586 0.606
H 1.591 0.207 0.706
H -2.223 -1.742 1.109

=====

# 6
# C4H4O

An isolated molecule of C4H4O (ωB97M-V with the def2-TZVPD basis set, the OMol25 dataset).

Summary:
Max |F| (hartree/bohr): 0.119
Frontier orbital gap (eV): 9.819
Calculated total energy (eV): -6256.202
Energy above the lowest of the compared OMol25 structures with the same formula, charge and spin (kJ/mol): 306.6
E_LUMO (eV): 0.9659

Cartesian coordinates (Å):
C 1.426 -0.065 0.035
C -0.929 0.028 -0.544
C -0.070 0.922 0.196
C 0.132 -0.661 0.280
O 2.562 0.095 -0.058
H -1.975 -0.359 -0.289
H -0.715 -0.121 -1.549
H -0.417 1.522 0.966
H -0.013 -1.360 0.962

=====

# 7
# C4H4O

An isolated molecule of C4H4O (ωB97M-V with the def2-TZVPD basis set, the OMol25 dataset).

Summary:
Max |F| (hartree/bohr): 0.024
Frontier orbital gap (eV): 10.077
Calculated total energy (eV): -6255.818
Energy above the lowest of the compared OMol25 structures with the same formula, charge and spin (kJ/mol): 343.6
E_LUMO (eV): -0.1055

Cartesian coordinates (Å):
C -1.438 0.137 -0.088
C -0.353 1.061 -0.615
C 0.692 0.639 -0.118
C 1.751 -0.273 0.155
O 2.908 0.013 -0.032
H -2.239 0.675 0.400
H -0.951 -0.462 0.702
H -1.791 -0.504 -0.900
H 1.421 -1.286 0.497

=====

# 8
# C4H4O2

A structure of composition C4H4O2 (ωB97M-V with the def2-TZVPD basis set, the OMol25 dataset).

Summary:
Max |F| (hartree/bohr): 0.011
Frontier orbital gap (eV): 8.205
Calculated total energy (eV): -8300.844
Energy above the lowest of the compared OMol25 structures with the same formula, charge and spin (kJ/mol): 601.4
E_LUMO (eV): 0.3847

Cartesian coordinates (Å):
O -2.472 -0.550 0.064
C -1.482 0.264 -0.334
C 0.496 0.115 -0.118
O -0.095 -1.017 -0.159
C 1.868 0.130 0.357
C 3.003 0.339 0.726
H -2.458 -1.354 -0.477
H -1.522 1.156 0.281
H -1.347 0.424 -1.397
H 4.008 0.492 1.057

=====

# 9
# C4H4O2

A structure of composition C4H4O2 (ωB97M-V with the def2-TZVPD basis set, the OMol25 dataset).

Summary:
Max |F| (hartree/bohr): 0.027
Frontier orbital gap (alpha / beta) (eV): 9.194 / 9.194
Calculated total energy (eV): -8303.196
Energy above the lowest of the compared OMol25 structures with the same formula, charge and spin (kJ/mol): 374.4
E_LUMO (alpha / beta) (eV): -0.7167 / -0.7171

Cartesian coordinates (Å):
O -1.199 0.317 0.947
C -1.130 0.240 -0.364
C 0.411 -0.386 -1.112
O 0.367 -0.710 -2.255
C 1.325 -0.277 -0.044
C 1.225 -0.054 1.198
H -0.030 0.219 1.365
H -1.129 1.206 -0.908
H -1.745 -0.532 -0.857
H 1.904 -0.023 2.032

=====

# 10
# C4H4O2

An isolated molecule of C4H4O2 (ωB97M-V with the def2-TZVPD basis set, the OMol25 dataset).

Summary:
Max |F| (hartree/bohr): 0.072
Frontier orbital gap (eV): 10.603
Calculated total energy (eV): -8306.948
Energy above the lowest of the compared OMol25 structures with the same formula, charge and spin (kJ/mol): 12.4
E_LUMO (eV): 0.8424

Cartesian coordinates (Å):
C 0.134 -0.437 -0.629
C -1.019 -0.543 0.341
C -0.663 0.541 1.297
C 0.407 1.183 0.820
H -1.963 -0.436 -0.178
H -1.019 -1.573 0.758
H -1.409 0.832 2.087
H 0.977 1.998 1.150
O 0.255 -1.111 -1.634
O 1.028 0.450 -0.215